No. 1
DFT (ωB97M-V/def2-TZVPD) results for a molecular structure, C25H47BCl3GeN4O2P2Ti.

XYZ file:
```
86
Properties=species:S:1:pos:R:3:forces:R:3:lowdin_charge:R:1
Ti 0.171176 -1.610195 -0.648718 0.1 1.0 0.3 0.307
C -3.692766 2.082378 -3.403620 -0.1 0.0 0.0 -0.087
C -2.583040 1.036568 -3.567686 -0.1 0.0 0.0 -0.701
C -2.003346 1.127626 -4.981962 -0.1 0.0 -0.1 -0.102
C -3.214366 -0.355048 -3.401082 0.0 0.0 -0.1 -0.109
P -1.180083 1.122813 -2.335669 0.1 -0.1 0.3 1.119
C -2.130803 1.509420 -0.787917 0.0 0.0 0.1 -0.284
N -1.433458 1.130918 0.430457 0.1 -0.2 -0.1 -0.007
B -0.569471 -0.019484 0.673524 -0.1 1.0 0.7 -0.493
N -0.317200 0.062728 2.097467 0.1 -0.2 -0.2 -0.046
C 0.516574 -0.885598 2.786446 0.0 0.1 0.0 -0.272
P 1.746760 -1.504778 1.538727 -0.3 0.0 0.4 1.098
C 3.145972 -0.280203 1.761062 0.1 -0.1 -0.2 -0.666
C 2.565364 1.128103 1.573435 0.1 0.1 0.1 -0.073
C 3.816782 -0.355612 3.131919 0.1 0.1 0.1 -0.088
C 4.225227 -0.506422 0.691687 0.1 0.0 0.1 -0.095
C 2.174301 -3.170751 2.259833 0.1 0.0 -0.1 -0.680
C 0.893442 -4.023868 2.108024 -0.1 -0.1 0.0 -0.112
C 2.554585 -3.181008 3.746825 0.0 -0.1 0.0 -0.087
C 3.319662 -3.779078 1.440980 0.1 -0.1 0.0 -0.100
C -0.946496 1.162868 2.659094 0.0 -0.2 -0.1 -0.178
C -0.960312 1.646184 3.952452 -0.1 0.1 0.1 -0.023
C -1.685939 2.811122 4.215674 0.1 -0.1 -0.1 -0.108
C -2.379197 3.458026 3.202205 0.0 -0.1 -0.1 -0.105
C -2.367282 2.967281 1.893857 0.0 0.1 0.1 -0.019
C -1.642671 1.820294 1.625877 0.0 -0.1 -0.2 -0.171
C -0.220894 2.708875 -2.600520 0.0 0.1 -0.1 -0.695
C 0.738517 2.505793 -3.783106 0.1 0.0 0.0 -0.106
C 0.628986 2.879408 -1.336304 0.0 0.1 0.1 -0.101
C -1.022769 3.990714 -2.823225 0.1 0.1 0.0 -0.092
H -4.385091 2.000447 -4.248053 0.0 0.0 0.0 0.088
H -3.326671 3.106381 -3.380440 0.0 -0.1 0.0 0.054
H -4.273343 1.909005 -2.495940 0.0 0.0 0.0 0.077
H -2.757147 0.788312 -5.698446 0.0 0.0 0.0 0.087
H -1.119334 0.496965 -5.106525 0.0 0.0 0.0 0.074
H -1.732178 2.150263 -5.246894 0.0 0.0 0.0 0.065
H -4.061509 -0.435333 -4.089993 0.0 0.0 0.0 0.090
H -3.585293 -0.522278 -2.389603 0.0 0.0 0.0 0.067
H -2.511631 -1.159719 -3.622975 0.0 0.0 0.0 0.059
H -3.079909 0.970512 -0.850416 0.0 0.0 0.0 0.091
H -2.367390 2.575170 -0.757963 0.0 0.0 0.0 0.074
H -0.051597 -1.743112 3.161991 -0.1 0.0 0.0 0.086
H 1.015906 -0.423367 3.643024 0.0 0.0 0.0 0.086
H 1.947385 1.442915 2.416018 0.0 0.0 0.0 0.087
H 1.964000 1.215752 0.673811 0.0 0.0 -0.1 0.050
H 3.404477 1.825261 1.489984 0.0 0.0 0.0 0.097
H 3.109780 -0.369202 3.961960 0.0 0.0 0.0 0.073
H 4.441275 0.535290 3.247460 0.0 0.0 0.0 0.093
H 4.471321 -1.222366 3.219338 0.0 0.1 0.0 0.069
H 3.837728 -0.417580 -0.316659 -0.1 0.0 -0.1 0.014
H 4.700749 -1.483943 0.782747 0.0 0.1 0.0 0.066
H 5.001615 0.253092 0.821883 0.0 0.0 0.0 0.091
H 0.290573 -3.974027 3.017136 0.0 0.0 0.0 0.076
H 1.167050 -5.068495 1.942351 0.0 0.0 0.1 0.091
H 0.237174 -3.751807 1.273353 0.2 0.0 0.0 0.020
H 1.834683 -2.634600 4.359058 0.0 0.0 0.0 0.077
H 3.545694 -2.777471 3.936250 -0.1 -0.1 0.0 0.058
H 2.555021 -4.218568 4.095402 0.0 0.0 0.0 0.093
H 3.189276 -3.653830 0.364307 -0.1 0.0 0.0 0.041
H 3.383318 -4.851801 1.643252 0.0 0.0 0.0 0.089
H 4.274392 -3.331558 1.722353 0.0 0.0 0.0 0.069
H -0.428301 1.135558 4.746486 0.0 0.0 0.0 0.103
H -1.707361 3.210772 5.220803 0.0 0.0 0.0 0.095
H -2.940126 4.355607 3.427091 0.0 0.0 0.0 0.096
H -2.912706 3.480318 1.112284 0.0 0.0 0.0 0.101
H 1.264291 1.550764 -3.717790 0.0 0.0 0.0 0.043
H 1.490592 3.300944 -3.774030 0.0 0.0 0.0 0.086
H 0.228558 2.549781 -4.744288 0.0 0.0 0.0 0.059
H 1.144038 1.954595 -1.078418 0.0 0.0 0.0 0.034
H 0.034304 3.188974 -0.474333 0.0 0.0 0.0 0.083
H 1.386260 3.647530 -1.521615 0.0 0.0 0.0 0.091
H -1.531303 3.998686 -3.788207 0.0 0.0 0.0 0.067
H -0.335804 4.843629 -2.814205 0.0 0.0 0.0 0.089
H -1.762834 4.166640 -2.040087 0.0 0.0 0.0 0.072
N -2.481112 -2.645958 1.365765 0.0 0.1 -0.1 0.055
N -2.287547 -3.476464 0.248689 -0.3 -0.3 0.2 -0.014
C -2.054797 -2.955058 -1.009185 -0.2 0.5 0.0 -0.743
O -2.126032 -3.676456 -1.978576 -0.2 0.1 -0.3 0.029
O -1.704910 -1.662203 -1.013135 0.0 -1.3 -0.2 -0.267
H -2.235723 -3.163843 2.198788 0.0 0.0 0.0 0.081
H -3.444767 -2.332045 1.430425 0.0 0.0 0.0 0.098
H -2.810066 -4.343439 0.197744 0.1 0.0 0.1 0.148
Cl 1.130468 -3.763334 -1.498326 -0.1 -0.2 0.0 0.094
Ge 0.598181 -2.315418 -3.409939 0.5 -0.2 -0.4 0.311
Cl 1.958863 -0.713563 -2.080076 0.0 0.1 -0.3 0.066
Cl 2.260263 -3.045429 -4.693367 -0.2 0.1 0.2 -0.054
```
Forces are in eV/Å.

Summary:
Highest occupied orbital energy (alpha / beta) = -7.50 / -7.73 eV
Kohn-Sham gap (alpha / beta) = 7.6 / 7.7 eV
Net charge = 0
Spin multiplicity = 2



No. 2
DFT (ωB97M-V/def2-TZVPD) results for a molecular structure, C25H47ClINO3RhSi2.

XYZ file:
```
81
Properties=species:S:1:pos:R:3:forces:R:3:lowdin_charge:R:1
O -0.654379 -0.980823 -2.115870 -0.2 -1.3 -0.4 -0.161
O 0.417121 0.624477 -3.335970 0.7 1.0 -0.8 -0.094
C 0.020921 -2.201123 -2.507470 0.2 -1.5 0.2 -0.221
C -0.649679 -3.499923 -2.018170 -0.1 0.7 0.0 -0.032
H 1.047021 -2.197423 -2.150870 0.0 0.5 0.6 0.119
H 0.157421 -2.240023 -3.587270 -0.4 0.2 -0.2 0.112
H -0.726979 -3.518923 -0.932570 0.0 0.1 0.0 0.076
H -0.062779 -4.368723 -2.315870 0.1 0.1 -0.1 0.090
H -1.649379 -3.627023 -2.431870 0.0 0.0 0.0 0.077
C -1.916179 -0.842423 -2.823070 -1.1 0.0 -0.7 -0.185
C -1.977579 -1.076423 -4.354170 0.8 -0.1 0.4 -0.043
H -2.277979 0.161377 -2.617970 0.2 0.1 0.3 0.113
H -2.641679 -1.527423 -2.396270 0.1 0.0 0.5 0.112
H -1.210879 -0.513123 -4.882670 0.0 0.0 -0.1 0.054
H -2.941479 -0.758223 -4.750070 -0.1 0.1 0.3 0.096
H -1.855779 -2.127323 -4.613070 0.0 0.0 0.0 0.081
C -0.055879 1.964677 -3.187370 -0.8 1.7 -0.5 -0.148
C 1.683821 0.338877 -3.923470 1.5 0.1 -1.4 -0.160
C -0.959079 2.382977 -4.350370 0.2 -0.2 0.0 -0.030
H 0.773321 2.663077 -3.066770 0.2 -0.3 -0.1 0.141
H -0.650579 2.025877 -2.278570 0.2 -0.4 0.3 0.131
H -0.449279 2.331977 -5.308870 0.1 0.0 0.0 0.073
H -1.301879 3.407877 -4.215370 0.1 0.0 0.2 0.097
H -1.841879 1.750177 -4.410570 0.0 0.0 0.1 0.072
C 1.693921 0.602677 -5.429370 -0.2 0.2 0.3 -0.034
H 1.927321 -0.707323 -3.751870 -0.4 0.0 0.3 0.126
H 2.464621 0.923677 -3.444470 -0.1 0.2 0.3 0.131
H 0.855721 0.111077 -5.921170 0.0 -0.1 0.0 0.083
H 2.612721 0.228377 -5.878570 0.0 -0.1 0.2 0.096
H 1.642421 1.668977 -5.641170 0.0 0.0 0.0 0.080
H 0.121021 -0.026323 -2.587970 -0.9 -0.9 0.7 0.042
Rh -0.221779 -0.022123 1.626830 -1.5 -1.4 -1.6 0.969
C 1.357221 -0.019023 0.325030 2.1 0.6 0.0 -0.249
Si 3.204121 0.455477 0.504130 0.0 -0.2 0.0 0.460
H 1.101421 -1.044823 0.562830 -0.1 -1.0 -0.7 0.000
H 0.659221 0.753177 0.022830 -0.5 0.3 -1.3 -0.016
C 4.196621 -0.721623 -0.568870 -0.2 0.0 -0.2 -0.189
C 4.024521 0.272677 2.177230 -0.4 0.1 0.2 -0.167
C 3.527521 2.222277 -0.024170 -0.3 -0.1 0.0 -0.171
C -1.987379 -1.063723 1.087630 -0.2 0.6 0.6 -0.320
Si -3.569179 -0.016323 0.981030 0.3 -0.5 -0.1 0.413
H -1.903979 -1.250123 2.148630 -0.7 -0.6 0.8 -0.057
H -2.196079 -2.056523 0.694230 0.5 -0.1 -0.5 -0.007
C -4.807879 -0.806123 -0.180370 0.0 0.0 -0.1 -0.185
C -3.182779 1.703177 0.376630 0.0 0.3 -0.1 -0.189
C -4.401379 0.059977 2.651130 0.0 0.0 -0.1 -0.186
H 2.963321 2.491777 -0.913170 -0.1 0.1 -0.2 0.010
H 4.583321 2.380477 -0.237070 0.1 -0.1 0.0 0.041
H 3.245621 2.916677 0.764930 -0.1 0.1 0.1 -0.003
H 3.878221 -1.751323 -0.416770 0.0 -0.2 0.0 0.029
H 5.257121 -0.665223 -0.327970 0.1 0.0 0.1 0.034
H 4.103821 -0.498923 -1.627570 -0.1 0.0 -0.3 0.008
H 3.723521 -0.624423 2.708030 -0.1 -0.2 0.2 0.035
H 3.827021 1.137777 2.804530 -0.2 0.1 0.2 0.018
H 5.106221 0.225377 2.061830 0.1 0.0 -0.2 0.039
H -3.550179 1.865377 -0.635670 -0.1 0.0 -0.1 0.021
H -2.110379 1.879577 0.364930 0.2 0.1 0.1 -0.007
H -3.636779 2.458977 1.015730 0.0 0.1 0.0 0.033
H -5.321079 0.641477 2.599130 -0.1 0.1 0.0 0.034
H -3.764379 0.528477 3.393630 0.2 0.1 0.2 0.026
H -4.661479 -0.935423 3.007930 0.0 -0.1 0.0 0.036
H -5.803979 -0.397323 -0.014570 -0.1 0.0 0.0 0.035
H -4.865079 -1.882623 -0.024170 0.0 -0.1 0.0 0.033
H -4.563279 -0.627223 -1.225770 0.0 0.0 -0.2 0.006
Cl 1.721921 0.674977 8.149130 -0.3 0.1 -1.4 0.733
C 1.425521 0.888977 6.428030 0.2 0.2 0.4 -0.523
C 1.724021 2.137677 5.846530 0.0 0.9 -1.5 -0.142
C 1.501021 2.363277 4.480530 1.2 1.6 2.5 -0.604
I 1.969421 4.234077 3.619830 -0.2 -0.8 0.3 0.948
C 0.961021 1.335377 3.704230 -0.6 0.1 -3.6 -0.370
O 0.715021 1.449177 2.390730 1.5 2.4 3.5 -0.245
C 0.665621 0.110177 4.265630 -0.3 -1.1 1.0 -0.186
N 0.134621 -0.814423 3.435630 -0.1 -0.3 -0.1 -0.055
C -0.165679 -2.068023 3.873730 0.2 -0.9 2.9 -0.111
C 0.045321 -2.392623 5.225930 -0.4 0.5 -1.9 -0.045
C 0.567521 -1.426923 6.104830 0.1 0.0 0.2 -0.040
C 0.894821 -0.148323 5.624130 -0.2 -1.2 1.0 -0.180
H 2.132321 2.933877 6.456930 0.0 -0.1 0.0 0.097
H -0.596279 -2.798923 3.202630 0.1 0.3 -0.2 0.104
H -0.211379 -3.375423 5.593730 0.0 0.0 -0.1 0.104
H 0.709321 -1.686323 7.144330 0.1 0.1 0.0 0.089
```
Forces are in eV/Å.

Summary:
Highest occupied orbital energy (alpha / beta) = -7.82 / -10.95 eV
Kohn-Sham gap (alpha / beta) = 5.6 / 6.0 eV
Net charge = +1
Spin multiplicity = 5



No. 3
DFT (ωB97M-V/def2-TZVPD) results for a molecular structure, C25H47ClN4OW.

XYZ file:
```
79
Properties=species:S:1:pos:R:3:forces:R:3:lowdin_charge:R:1
W -1.055941 0.345504 -0.927003 -1.2 3.4 1.2 0.775
Cl -1.211008 -1.763391 -1.819325 -0.7 -2.5 -1.3 -0.077
C -3.902851 3.362611 -0.624461 -0.8 0.3 0.8 -0.091
C -2.689015 1.505021 -0.452257 3.9 -2.6 -1.8 -0.307
N -2.962453 2.588317 -1.236185 -0.2 0.8 -1.2 -0.061
H -4.981063 2.986879 1.271229 -0.2 0.2 0.2 0.086
N -3.432277 1.625787 0.670146 -0.6 0.1 0.7 -0.050
H -4.282668 4.268329 -1.073910 -0.2 -0.1 0.2 0.087
C -2.141638 2.795130 -2.460473 -0.5 -1.1 1.5 -0.560
C -2.911316 3.626380 -3.466922 0.1 0.2 0.0 -0.055
C -0.762369 3.291174 -2.082562 1.0 1.3 0.1 -0.073
H -3.108365 4.640537 -3.101131 0.0 -0.1 -0.1 0.069
H -2.323074 3.690285 -4.383334 0.0 0.1 0.0 0.073
H -3.864288 3.141109 -3.707794 0.1 0.1 0.1 0.086
H -1.412763 1.529383 -3.987529 0.2 0.1 -0.5 0.083
H -2.634893 0.713397 -3.080880 -0.4 0.1 0.1 0.069
H -0.159004 2.580110 -1.469882 -0.7 0.2 -0.5 0.044
C -1.817332 1.416389 -2.984723 -0.9 -0.7 -0.4 -0.213
H -0.795714 4.199030 -1.489091 -0.1 0.5 0.0 0.075
H -0.201772 3.495264 -3.006479 0.0 0.0 0.1 0.084
H -0.808586 0.934523 -2.611213 1.0 -0.5 0.0 -0.019
C -4.221598 2.742006 0.559667 -0.3 1.1 -0.6 -0.091
C -2.717668 1.293802 2.995146 0.3 0.2 0.7 -0.039
H -3.269815 2.156865 3.357463 -0.4 0.1 0.0 0.071
H -2.660483 0.564151 3.815701 0.0 0.1 -0.2 0.084
C -3.297008 0.650846 1.750818 0.3 0.4 -0.7 -0.560
H -2.370365 -1.267236 1.902299 0.2 0.2 0.1 0.097
C -4.619942 -0.032200 2.000899 -0.1 -0.3 0.3 -0.057
H -4.962062 -0.509420 1.087130 -0.1 0.0 -0.2 0.087
H -1.695582 1.637365 2.806244 -0.2 -0.1 -0.1 0.059
H -1.286877 0.009082 1.398503 1.0 0.2 0.1 0.023
H -5.392008 0.637151 2.368525 -0.1 0.2 0.0 0.068
H -4.462403 -0.805391 2.750660 -0.1 -0.1 0.1 0.073
C -2.269453 -0.364337 1.272073 -1.6 -2.4 0.3 -0.146
H -2.506804 -0.779081 0.233398 0.2 0.6 1.0 0.030
C 4.078067 -3.322356 -0.962229 -0.7 -1.5 0.0 -0.113
N 3.364125 -2.124084 -0.891205 2.0 -0.9 -2.1 -0.003
H 4.185325 -4.903424 0.573846 0.0 -0.8 0.0 0.047
N 2.888627 -3.218755 0.893584 1.5 -1.1 0.6 -0.011
H 4.797299 -3.499813 -1.715696 0.4 -0.5 -0.7 0.074
C 2.961723 -1.175236 -2.028804 0.8 -0.7 0.8 -0.520
C 4.211359 -0.503257 -2.514473 0.8 1.0 -0.6 -0.077
C 2.225452 -1.776471 -3.230678 -0.1 -0.9 -0.3 -0.058
H 4.887920 -1.182098 -3.032320 0.0 -0.4 0.1 0.066
H 3.981575 0.252477 -3.272060 -0.2 0.1 0.1 0.075
H 4.803764 -0.011112 -1.742058 -0.2 -0.1 0.3 0.080
H 1.625777 0.434939 -2.260486 -0.2 -0.2 0.0 0.082
H 2.143987 0.263734 -0.625404 0.6 0.4 0.6 0.036
H 1.213162 -2.095490 -2.956405 0.3 -0.1 0.0 0.031
C 1.899682 -0.293048 -1.496699 0.0 1.3 0.6 -0.135
H 2.733693 -2.607698 -3.711295 0.2 -0.2 -0.1 0.067
H 2.092452 -0.976229 -3.987427 0.2 -0.3 0.5 0.089
H 1.055649 -0.904799 -1.183941 -0.1 -0.1 -0.2 -0.003
C 3.762540 -4.021176 0.165696 -0.1 -0.9 -1.3 -0.148
C 0.429622 -3.713250 1.298772 -0.2 -0.4 -0.5 -0.069
H 0.336334 -4.646517 0.764001 0.0 -0.4 -0.2 0.064
H -0.319759 -3.707179 2.110282 0.4 -0.1 -0.3 0.074
C 1.806065 -3.490947 1.912916 0.7 0.7 0.1 -0.541
H 0.680179 -2.283435 3.288900 0.2 -0.2 0.1 0.072
C 2.229351 -4.642159 2.778466 0.0 -0.4 0.7 -0.295
H 3.197470 -4.490791 3.254306 0.2 0.2 -0.1 0.029
H 0.178003 -2.906950 0.610564 0.0 0.1 -0.1 0.053
H 1.362725 -1.403933 1.941090 0.0 0.0 0.0 0.045
H 2.275628 -5.592510 2.240918 0.0 0.1 -0.1 0.026
H 1.519404 -4.771926 3.599771 -0.1 -0.1 -0.1 0.036
C 1.569447 -2.194815 2.658141 0.1 0.5 0.8 -0.111
H 2.398080 -1.883943 3.284106 0.3 0.1 0.0 0.074
C 3.143168 -2.027248 0.395915 -6.1 5.4 1.4 -0.094
C 2.260596 1.265024 1.662625 0.3 0.3 0.1 -0.090
C 0.800210 1.656166 1.626728 -1.0 -0.8 -1.0 -0.538
C 0.542385 3.144039 1.592222 0.1 0.4 0.1 -0.074
O 0.183885 1.104830 0.455701 1.2 0.2 1.2 -0.442
H 2.771834 1.792990 0.859326 0.3 0.0 -0.1 0.074
H 2.426488 0.193605 1.529591 -0.1 0.1 -0.1 0.021
H 2.733627 1.546632 2.610662 -0.1 0.1 0.0 0.072
H 0.347322 1.259094 2.549515 -0.2 -0.2 0.0 0.110
H 0.751250 3.481301 0.577532 0.1 0.2 0.0 0.066
H -0.507669 3.362366 1.806955 0.0 0.0 -0.1 0.066
H 1.162640 3.708080 2.294298 0.0 0.0 0.1 0.066
```
Forces are in eV/Å.

Summary:
Highest occupied orbital energy (alpha / beta) = 3.02 / 1.24 eV
Kohn-Sham gap (alpha / beta) = 1.3 / 3.0 eV
Net charge = -2
Spin multiplicity = 3